Density functional theory data (wB97M-V/def2-TZVPD) for a single C18H28ClN3O molecule.

Results
- Net charge: 0
- HOMO: -7.88 eV
- Gap between HOMO and LUMO: 8.589 eV
- Energy relative to the best compared isomer or geometry (same formula, charge and spin): 92.7 kJ/mol
- Max |F|: 0.51 eV/Å

Each line ends with the Löwdin charge.
CARTESIAN COORDINATES (ANGSTROEM)
C: -5.0470 -0.6336 0.6608  -0.09
N: -3.7575 -0.1517 0.2047  -0.19
C: -3.5988 1.2499 0.5523  -0.19
C: -2.2877 1.8019 0.0072  -0.17
N: -1.1958 1.0487 0.5857  -0.13
C: 0.1175 1.6462 0.4070  -0.32
C: 1.1014 1.1242 1.4600  -0.11
C: 2.4385 1.8546 1.3010  -0.16
N: 2.9986 1.6767 -0.0209  -0.10
C: 3.8071 0.5929 -0.3061  -0.22
C: 4.4831 0.5144 -1.5332  -0.03
C: 5.3419 -0.5265 -1.8130  -0.09
C: 5.5787 -1.5313 -0.8886  -0.13
C: 4.9247 -1.4523 0.3265  -0.67
Cl: 5.1861 -2.6868 1.5162  0.66
C: 4.0523 -0.4234 0.6259  -0.06
C: 2.1035 2.2038 -1.0299  -0.15
C: 0.7493 1.4854 -0.9860  -0.11
C: -1.3328 -0.3335 0.1758  -0.14
C: -2.6348 -0.9139 0.7415  -0.31
C: -2.7285 -2.4099 0.4192  -0.14
C: -2.9022 -2.7071 -1.0737  -0.27
O: -3.3671 -4.0181 -1.3034  -0.07
H: -5.1208 -0.6667 1.7593  0.10
H: -5.2395 -1.6258 0.2620  0.08
H: -5.8194 0.0360 0.2850  0.09
H: -4.4333 1.8068 0.1195  0.12
H: -3.6114 1.3930 1.6480  0.13
H: -2.1935 2.8524 0.2917  0.12
H: -2.3034 1.7317 -1.0941  0.13
H: -0.0194 2.7203 0.5916  0.15
H: 0.6916 1.2902 2.4561  0.12
H: 1.2583 0.0538 1.3263  0.10
H: 3.1605 1.5339 2.0518  0.12
H: 2.2762 2.9301 1.4380  0.13
H: 4.3556 1.2906 -2.2708  0.10
H: 5.8474 -0.5546 -2.7667  0.11
H: 6.2511 -2.3453 -1.1032  0.10
H: 3.5660 -0.4347 1.5867  0.09
H: 2.5417 2.0981 -2.0203  0.11
H: 1.9605 3.2720 -0.8321  0.13
H: 0.9086 0.4269 -1.2014  0.12
H: 0.0892 1.8999 -1.7496  0.12
H: -0.4930 -0.9118 0.5617  0.13
H: -1.3614 -0.4273 -0.9216  0.13
H: -2.5959 -0.8054 1.8447  0.15
H: -3.5735 -2.8486 0.9526  0.11
H: -1.8219 -2.8973 0.7894  0.12
H: -1.9572 -2.5437 -1.6091  0.12
H: -3.6587 -2.0448 -1.4971  0.12
H: -2.7348 -4.6407 -0.9275  0.09


Density functional theory data (wB97M-V/def2-TZVPD) for a molecular structure, C18H28CuN6OS2 at a distorted geometry.

Results
- Net charge: +2
- ⟨S²⟩: 0.755
- HOMO (spin up / spin down): -12.94 / -12.90 eV
- Gap between HOMO and LUMO (spin up / spin down): 7.145 / 6.991 eV
- Max |F|: 2.05 eV/Å
- Spin multiplicity: 2

Each line ends with the Löwdin spin population.
CARTESIAN COORDINATES (ANGSTROEM)
Cu: -0.0303 -0.2261 0.1953  0.65
C: -1.0212 -4.2562 -0.7514  0.00
C: -0.6138 -2.8212 -0.7376  0.00
N: -0.7592 -2.0707 0.3107  0.09
N: -1.2977 -2.5054 1.4260  0.01
C: -1.1611 -1.7554 2.4931  0.02
N: -1.7387 -2.1383 3.6306  0.01
S: -0.2099 -0.3086 2.5204  0.12
C: -0.0556 -2.1542 -1.8974  0.00
C: 0.1457 -2.7788 -3.1340  0.00
C: 0.6534 -2.0386 -4.1870  0.00
C: 0.9392 -0.6902 -3.9975  0.00
C: 0.7342 -0.1488 -2.7394  0.00
N: 0.2688 -0.8588 -1.7248  0.05
H: -1.2581 -4.5759 0.2595  0.00
H: -1.9085 -4.3919 -1.3673  0.00
H: -0.2305 -4.8914 -1.1437  0.00
H: -2.1783 -3.0432 3.6864  0.00
H: -1.5869 -1.6036 4.4689  0.00
H: -0.0992 -3.8206 -3.2686  0.00
H: 0.8132 -2.4986 -5.1507  0.00
H: 1.3075 -0.0778 -4.8051  0.00
H: 0.9349 0.8925 -2.5246  0.00
C: -6.1299 -1.7311 0.7969  0.00
C: -5.0073 -0.8361 0.3860  0.00
C: -4.1838 -0.2445 1.3410  0.00
C: -3.1735 0.6268 0.9755  0.00
C: -2.9739 0.9061 -0.3678  0.00
C: -3.7627 0.3074 -1.3398  0.00
C: -4.7718 -0.5585 -0.9605  0.00
S: -1.7080 2.0777 -0.9021  0.00
C: -2.3123 3.5105 0.0464  0.00
O: -0.4362 1.6644 -0.1702  0.02
H: -6.2746 -1.6997 1.8732  0.00
H: -5.9312 -2.7610 0.5015  0.00
H: -7.0565 -1.4295 0.3118  0.00
H: -4.3502 -0.4507 2.3881  0.00
H: -2.5563 1.0861 1.7364  0.00
H: -3.5969 0.5411 -2.3815  0.00
H: -5.3925 -1.0120 -1.7187  0.00
H: -2.5539 3.2141 1.0595  0.00
H: -3.1960 3.8919 -0.4543  0.00
H: -1.5362 4.2678 0.0519  0.00
N: 5.1175 1.8156 0.3667  0.00
C: 4.1052 1.7321 1.4699  0.00
C: 2.6679 1.5557 0.9518  0.00
N: 2.3639 0.2824 0.3394  0.01
H: 6.0668 1.9194 0.7501  0.00
H: 4.9290 2.6248 -0.2408  0.00
H: 5.1013 0.9629 -0.2079  0.00
H: 4.1642 2.6445 2.0617  0.00
H: 4.3731 0.8958 2.1156  0.00
H: 2.4063 2.3452 0.2462  0.00
H: 2.0115 1.6605 1.8189  0.00
H: 2.5638 -0.5000 0.9489  0.00
H: 2.7729 0.1414 -0.5754  0.00


Density functional theory data (wB97M-V/def2-TZVPD) for a molecular structure, C18H28IN2O3P at a distorted geometry.

Results
- Net charge: 0
- HOMO: -6.04 eV
- Gap between HOMO and LUMO: 5.087 eV
- Max |F|: 10.11 eV/Å

Each line ends with the Löwdin charge.
CARTESIAN COORDINATES (ANGSTROEM)
C: -0.7063 1.4848 -4.2213  0.08
C: -0.4322 2.1351 -3.2168  -0.13
C: -0.0461 2.8352 -1.8536  -0.15
C: 0.2024 1.6581 -0.8157  -0.09
C: 1.6054 1.2162 -0.5305  -0.32
P: 3.1352 1.9985 -1.3800  0.89
C: 2.7785 2.0118 -3.2586  -0.31
C: 4.4465 0.6235 -1.2426  -0.39
N: 1.8100 0.1853 0.4028  -0.18
N: 0.7256 -0.3689 0.9592  -0.15
C: 1.0379 -1.4662 1.9736  -0.38
C: 0.9455 -0.8649 3.4571  -0.14
C: 2.0713 0.2435 3.7507  -0.21
O: 1.4289 1.2860 4.5610  -0.12
C: -0.6332 -0.1369 0.7980  -0.08
C: -1.7896 -0.9425 1.5199  -0.06
C: -1.9997 -2.3490 0.7314  -0.35
C: -3.5039 -2.6047 0.2659  -0.08
C: -1.0735 -2.5032 -0.5586  -0.08
C: -1.0150 0.9994 -0.1625  -0.04
C: -2.4937 1.4550 -0.4444  -0.05
C: -3.3981 0.3893 -1.1931  -0.45
O: -2.9904 -0.0968 -2.2242  0.10
O: -4.6513 0.1148 -0.6201  0.06
H: -0.9918 0.5834 -4.8336  0.07
H: 0.8825 3.4661 -1.9616  0.08
H: -0.8681 3.5456 -1.5046  0.11
H: 3.7772 2.1092 -3.8060  0.05
H: 2.0756 2.8347 -3.5637  0.02
H: 2.3920 0.9766 -3.5361  0.05
H: 3.9452 -0.3236 -1.6321  -0.04
H: 5.2910 0.8312 -1.9820  0.05
H: 4.8088 0.4778 -0.1858  0.01
H: 2.1771 -1.8179 1.8607  -0.31
H: 0.4163 -2.3926 1.8131  0.10
H: 1.0421 -1.7529 4.1692  0.12
H: -0.0442 -0.3731 3.6961  0.09
H: 2.4377 0.7657 2.8189  0.11
H: 2.9019 -0.2197 4.3560  0.12
H: 1.2845 2.0555 3.9729  0.08
H: -1.5651 -1.1906 2.5941  0.11
H: -2.7612 -0.3480 1.4574  0.10
H: -1.6539 -3.1613 1.4582  0.13
H: -3.6413 -3.7373 0.2366  0.09
H: -4.2683 -2.0811 0.9076  0.08
H: -3.5635 -2.2789 -0.8263  0.08
H: -1.3431 -3.5122 -1.0270  0.10
H: 0.0340 -2.5513 -0.3381  0.04
H: -1.2680 -1.7183 -1.3561  0.08
H: -2.4836 2.4290 -1.0303  0.12
H: -2.9637 1.7266 0.5647  0.13
H: -4.5904 0.3845 0.3256  0.10
I: 3.0704 -1.9089 0.4774  0.77


Density functional theory data (wB97M-V/def2-TZVPD) for a molecular structure, C18H28IrN9O4S2 at a distorted geometry.

Results
- Net charge: +3
- ⟨S²⟩: 1.036
- HOMO (spin up / spin down): -15.18 / -15.93 eV
- Gap between HOMO and LUMO (spin up / spin down): 3.353 / 4.077 eV
- Max |F|: 4.50 eV/Å
- Spin multiplicity: 2

Each line ends with the Löwdin spin population.
CARTESIAN COORDINATES (ANGSTROEM)
Ir: 0.0442 -0.5783 0.1576  0.55
N: -0.8380 7.5457 -1.8515  -0.08
C: -0.4540 6.3425 -1.4298  -0.03
C: -1.4264 5.3500 -1.1283  -0.03
C: -1.0346 4.0948 -0.7293  0.00
C: 0.3228 3.7987 -0.6230  -0.04
C: 1.2987 4.7574 -0.8883  0.00
C: 0.9225 6.0188 -1.2860  -0.03
S: 0.8303 2.1892 -0.0326  0.03
O: 2.2027 2.1896 0.3430  0.02
O: -0.1357 1.7257 0.9649  -0.01
N: 0.6109 1.0081 -1.1955  0.25
C: 1.5488 0.8461 -2.1223  0.00
N: 1.8120 -0.3960 -2.5586  0.08
C: 2.7558 -0.6011 -3.4410  0.01
C: 3.5034 0.4334 -3.9947  0.14
C: 3.1613 1.6961 -3.5203  0.00
N: 2.2338 1.8769 -2.6188  0.07
H: -1.8179 7.7722 -1.9595  0.00
H: -0.1591 8.2591 -2.0780  0.00
H: -2.4714 5.6098 -1.2115  0.00
H: -1.7530 3.3287 -0.4833  0.00
H: 2.3385 4.5054 -0.7478  0.00
H: 1.6640 6.7788 -1.4845  0.00
H: 2.9480 -1.6309 -3.7227  0.00
H: 4.2729 0.2735 -4.7314  0.01
H: 3.6574 2.5891 -3.8855  0.00
N: 2.7792 -2.4267 0.9956  0.00
C: 2.1969 -1.9155 2.0856  0.01
N: 2.7348 -2.1922 3.2741  0.00
O: 1.1582 -1.2054 2.0212  0.06
H: 3.5663 -3.0512 1.0612  0.00
H: 2.3184 -2.3130 0.1049  0.00
H: 3.5807 -2.7294 3.3622  0.00
H: 2.3683 -1.7623 4.1072  0.00
S: -2.4060 -0.7610 0.6761  -0.01
C: -2.4541 -0.3833 2.3490  0.00
N: -3.4907 -0.6688 3.1194  0.00
C: -3.2694 -0.2594 4.4968  0.00
C: -1.8502 0.3469 4.4419  0.00
N: -1.4897 0.1950 3.0395  0.00
H: -4.3604 -1.0632 2.8037  0.00
H: -3.3334 -1.1268 5.1575  0.00
H: -4.0316 0.4625 4.8017  0.00
H: -1.1333 -0.1919 5.0676  0.00
H: -1.8369 1.3997 4.7344  0.00
H: -0.6752 0.6253 2.6241  0.00
C: -1.2416 -4.8552 0.9057  0.00
N: -1.1526 -4.6234 -0.5185  0.00
C: -1.7806 -5.6119 -1.3635  0.00
C: -0.5310 -3.5552 -0.9933  0.00
C: -0.5364 -3.2846 -2.4614  0.00
O: 0.0976 -2.7833 -0.2084  0.00
H: -0.8665 -5.8519 1.1390  0.00
H: -2.2842 -4.7895 1.2213  0.00
H: -0.6508 -4.1100 1.4366  0.00
H: -2.0773 -6.4558 -0.7476  0.00
H: -1.1018 -5.9810 -2.1327  0.00
H: -2.6680 -5.2175 -1.8610  0.00
H: -1.5565 -3.1416 -2.8118  0.00
H: -0.1040 -4.1175 -3.0139  0.00
H: 0.0439 -2.3841 -2.6554  0.00


> Which formula does entry 4 have?

C18H28IrN9O4S2